# 1
Molecular formula: C7H12O2
Method: DFT, ωB97M-V/def2-TZVPD

Computed properties:
- SMILES: C[C@]1([C@]2(C)C[C@H]2O)CO1
- ΔE to the lowest compared entry with this formula, charge and spin: 2.826 eV
- Total energy: -11545.5780 eV
- Maximum force: 4.293 eV Å⁻¹
- HOMO: -9.95 eV
- LUMO: 0.786 eV

Cartesian coordinates (Å):
1 C -1.88 1.05 -0.32
2 C -1.00 -0.17 -0.20
3 C -1.37 -1.39 -0.78
4 C 0.47 0.09 0.16
5 C 0.61 0.03 1.71
6 C 1.29 1.12 -0.55
7 C 1.50 -0.32 -0.72
8 H -1.96 1.35 -1.45
9 H -2.88 0.98 0.05
10 H -1.49 1.86 0.25
11 H -0.63 -2.14 -0.95
12 H -2.21 -1.37 -1.49
13 H 0.13 -0.86 2.18
14 H 1.66 -0.05 2.10
15 H 0.12 0.90 2.14
16 H 1.03 1.76 -1.39
17 H 1.98 1.70 0.12
18 H 1.02 -0.77 -1.61
19 H 2.65 -1.47 0.50
20 O -1.73 -1.27 0.60
21 O 2.69 -1.01 -0.35

Formally, the Mulliken partial charges of the atoms, in units of the elementary charge, are as follows: number 1, C, carries -1.578; number 2, C, carries 1.123; number 3, C, carries -0.833; number 4, C, carries 0.593; number 5, C, carries -1.581; number 6, C, carries -0.933; number 7, C, carries 0.181; number 8, H, carries 0.252; number 9, H, carries 0.477; number 10, H, carries 0.367; number 11, H, carries 0.357; number 12, H, carries 0.304; number 13, H, carries 0.378; number 14, H, carries 0.419; number 15, H, carries 0.332; number 16, H, carries 0.252; number 17, H, carries 0.276; number 18, H, carries 0.379; number 19, H, carries 0.326; number 20, O, carries -0.524; number 21, O, carries -0.568

---

# 2
Molecular formula: C7H12O2
Method: DFT, ωB97M-V/def2-TZVPD

Computed properties:
- SMILES: C=C=C(C)CC.O=CO
- ΔE to the lowest compared entry with this formula, charge and spin: 1.137 eV
- Total energy: -11547.2669 eV
- Maximum force: 0.863 eV Å⁻¹
- HOMO: -9.15 eV
- LUMO: 0.819 eV

Cartesian coordinates (Å):
1 C -0.54 0.65 2.19
2 C -0.85 1.69 -1.20
3 C -0.02 -2.09 -0.76
4 C 1.12 0.48 -0.38
5 C -0.10 0.44 -0.84
6 C -0.86 -0.84 -1.01
7 C 2.33 0.52 0.08
8 O 0.43 -0.03 2.78
9 O -1.63 0.22 1.94
10 H 0.15 -0.94 2.96
11 H -1.71 -0.82 -0.32
12 H -0.20 1.68 1.98
13 H -1.27 -0.88 -2.02
14 H -1.18 1.66 -2.24
15 H -0.24 2.58 -1.06
16 H -1.74 1.78 -0.58
17 H 3.19 0.49 -0.57
18 H 2.54 0.60 1.14
19 H 0.39 -2.07 0.25
20 H -0.63 -2.98 -0.87
21 H 0.81 -2.14 -1.46

Formally, the Mulliken partial charges of the atoms, in units of the elementary charge, are as follows: number 1, C, carries 0.160; number 2, C, carries -1.638; number 3, C, carries -1.296; number 4, C, carries 0.180; number 5, C, carries 0.674; number 6, C, carries -0.198; number 7, C, carries -0.957; number 8, O, carries -0.400; number 9, O, carries -0.519; number 10, H, carries 0.315; number 11, H, carries 0.287; number 12, H, carries 0.414; number 13, H, carries 0.415; number 14, H, carries 0.418; number 15, H, carries 0.369; number 16, H, carries 0.312; number 17, H, carries 0.275; number 18, H, carries 0.239; number 19, H, carries 0.240; number 20, H, carries 0.388; number 21, H, carries 0.322